[1]
49
Properties=species:S:1:pos:R:3:lowdin_charge:R:1 method="wB97M-V/def2-TZVPD" e_above_lowest_kj_mol=1826.67
C 3.3973 0.1792 0.3271 -0.06
C 2.3164 -0.6159 -0.5147 -0.09
H 1.6945 -1.3944 -0.0380 0.11
H 2.8482 -1.0043 -1.3602 0.09
O 1.2733 0.5134 -0.9559 -0.12
C 1.7385 1.0376 -2.2753 -0.23
O 2.8375 0.7951 -2.9244 0.03
C 0.5039 2.0341 -2.7654 -0.16
H 0.4036 1.9329 -3.8656 0.15
C -0.7544 1.8482 -1.9847 -0.24
N -0.8607 2.7469 -1.1468 -0.20
C -0.7291 2.5934 0.2449 -0.04
O -0.5665 3.4906 1.3782 -0.12
C -0.5662 1.0482 0.7596 -0.33
C -0.0696 0.7413 1.9918 0.06
C -0.0193 -0.6714 2.0271 -0.18
C -0.8604 -1.0061 1.0782 -0.10
C -1.2446 -2.3205 0.6808 0.03
C -2.2227 -2.8816 -0.4777 0.00
C -2.3316 -4.1139 -0.6502 -0.21
C -2.0739 -4.9663 0.3395 -0.09
C -1.0813 -4.6349 1.2710 -0.05
C -0.8525 -3.3650 1.5017 -0.26
N 0.0430 -3.0003 2.6002 0.18
C -0.0357 -1.7605 2.7901 -0.25
C 1.0340 -1.5482 4.1413 0.00
H 0.5849 -0.6938 4.9406 0.12
H 1.9414 -1.1136 3.6984 0.04
H 1.3842 -2.3364 4.6520 -0.01
H -0.8188 -5.4063 2.1928 0.18
H -2.3362 -6.1134 0.1248 0.15
H -3.1497 -4.3357 -1.4039 0.15
H -2.4494 -2.0712 -1.1685 0.11
O -1.1827 0.1522 0.3014 0.13
H 0.6064 1.3702 2.6990 0.16
C -0.8820 4.0468 -1.5184 -0.15
H -2.0639 4.4771 -1.6051 0.18
C 0.3413 4.3371 -2.5703 -0.29
C 1.2226 3.3794 -2.5220 -0.27
H 2.0785 3.6267 -3.3792 0.20
H 1.8181 3.3245 -1.3891 0.22
H 0.7406 5.4506 -2.6136 0.16
H -0.3768 4.4222 -3.4901 0.14
H -0.5071 4.8579 -0.3817 0.22
H -1.6002 2.1981 -2.8506 0.20
H -0.9358 0.7341 -1.5795 0.19
H 4.0433 -0.5066 0.9097 0.07
H 2.8246 0.7244 1.2701 0.12
H 3.7906 0.9198 -0.3300 0.05

=====

[2]
53
Properties=species:S:1:pos:R:3:lowdin_charge:R:1 method="wB97M-V/def2-TZVPD" spin_multiplicity=2 e_above_lowest_kj_mol=116.59
Re -0.2437 -0.0336 -0.8750 0.74
C 2.8909 -0.7455 -0.8276 -0.04
C 2.3953 -0.5287 0.5661 -0.34
C 3.2953 -0.5002 1.6483 0.00
C 2.8357 -0.3687 2.9256 0.01
C 1.4468 -0.3149 3.1608 -0.15
C 0.8837 -0.2555 4.4522 -0.03
C -0.4744 -0.2172 4.6102 -0.07
C -1.3246 -0.2273 3.4947 -0.09
C -0.8101 -0.2726 2.2188 -0.57
S -1.8648 -0.2701 0.8193 0.67
C 0.5946 -0.3235 2.0319 -0.25
N 1.0854 -0.3923 0.7573 -0.13
H 3.9756 -0.8396 -0.8471 0.08
H 2.6142 0.0853 -1.4784 0.05
H 2.4438 -1.6586 -1.2297 0.09
H 4.3542 -0.5807 1.4455 0.12
H 3.5208 -0.3159 3.7630 0.12
H 1.5437 -0.2477 5.3107 0.11
H -0.9037 -0.1750 5.6026 0.11
H -2.3985 -0.1951 3.6264 0.11
O -2.2197 4.1976 -0.2005 -0.06
C -2.3814 3.2059 -1.2077 -0.25
C -1.3418 3.4444 -2.2984 -0.58
C -1.6520 4.8252 -2.9287 -0.21
O -0.7409 5.2149 -3.9428 -0.05
C -1.4583 2.4081 -3.4080 -0.49
Se -1.1718 0.4939 -3.0216 0.71
C 0.0814 3.5142 -1.7363 -0.49
Se 0.6035 2.2100 -0.3605 0.74
H -2.7476 3.9507 0.5628 0.10
H -3.3820 3.2564 -1.6582 0.14
H -2.2511 2.2071 -0.7898 0.04
H -1.7007 5.5668 -2.1263 0.13
H -2.6287 4.7742 -3.4135 0.13
H 0.1140 5.4029 -3.5455 0.08
H -0.7500 2.6602 -4.1948 0.06
H -2.4588 2.4532 -3.8422 0.07
H 0.2287 4.4642 -1.2208 0.07
H 0.8115 3.4203 -2.5397 0.07
O -1.6244 -3.7093 -2.4454 0.09
C -0.8922 -3.1283 -1.6738 -0.55
O -0.6102 -1.8586 -1.7928 -0.37
C -0.3145 -3.9449 -0.5171 -0.19
C -0.6241 -5.3009 -0.4624 0.00
C -0.0898 -6.0643 0.5601 -0.06
C 0.7239 -5.4444 1.4967 -0.06
C 0.9662 -4.0880 1.3617 -0.13
N 0.4661 -3.3511 0.3733 0.12
H -1.2724 -5.7117 -1.2224 0.12
H -0.3026 -7.1233 0.6278 0.11
H 1.1651 -6.0017 2.3124 0.10
H 1.5947 -3.5662 2.0791 0.10

=====

[3]
50
Properties=species:S:1:pos:R:3:lowdin_charge:R:1 method="wB97M-V/def2-TZVPD" smiles="CC(C)(C)NC(=O)NC(=O)COC(=O)C1c2ccccc2Oc2ccccc21" e_above_lowest_kj_mol=0.00
C -5.0538 -0.8115 0.0175 -0.03
C -4.1198 -0.2515 -1.0581 -0.58
C -3.4821 -1.3918 -1.8553 -0.03
C -4.8805 0.6910 -1.9882 -0.04
N -3.0681 0.5426 -0.4217 0.15
C -2.1805 0.0628 0.4468 -0.48
O -2.0943 -1.0644 0.8777 0.08
N -1.2295 1.0241 0.9112 0.21
C -1.1266 2.3369 0.6055 -0.43
O -1.9098 2.9552 -0.0845 0.08
C 0.0700 3.0440 1.2465 -0.06
O 1.1173 2.1642 1.6185 0.00
C 1.8043 1.6094 0.5978 -0.43
O 1.5949 1.8622 -0.5543 0.18
C 2.7937 0.5776 1.1241 -0.10
C 3.8767 0.3478 0.1086 -0.11
C 4.9972 1.1625 0.0518 -0.02
C 5.9453 0.9938 -0.9402 -0.08
C 5.7729 0.0045 -1.8951 -0.08
C 4.6707 -0.8250 -1.8446 0.01
C 3.7208 -0.6585 -0.8413 -0.18
O 2.6746 -1.5347 -0.8312 0.08
C 1.9061 -1.6133 0.2926 -0.18
C 1.0608 -2.7138 0.4079 0.02
C 0.2815 -2.8732 1.5351 -0.08
C 0.3482 -1.9492 2.5658 -0.09
C 1.1771 -0.8489 2.4474 -0.05
C 1.9587 -0.6677 1.3134 -0.11
H -5.5008 -0.0010 0.5888 0.09
H -5.8463 -1.3957 -0.4417 0.08
H -4.4924 -1.4492 0.6943 0.07
H -4.2511 -1.9810 -2.3471 0.08
H -2.8077 -0.9933 -2.6098 0.09
H -2.9168 -2.0354 -1.1873 0.07
H -5.3168 1.5126 -1.4245 0.09
H -5.6804 0.1539 -2.4903 0.09
H -4.2133 1.1013 -2.7428 0.09
H -2.9969 1.5262 -0.6625 0.11
H -0.5373 0.6071 1.5272 0.13
H -0.2551 3.5373 2.1657 0.15
H 0.4301 3.7943 0.5347 0.14
H 3.1897 0.9326 2.0800 0.16
H 5.1174 1.9414 0.7912 0.12
H 6.8103 1.6381 -0.9748 0.10
H 6.5033 -0.1248 -2.6792 0.10
H 4.5210 -1.6076 -2.5714 0.12
H 1.0306 -3.4242 -0.4028 0.12
H -0.3833 -3.7181 1.6117 0.11
H -0.2587 -2.0759 3.4480 0.11
H 1.2284 -0.1136 3.2391 0.12

=====

[4]
59
Properties=species:S:1:pos:R:3:lowdin_charge:R:1 method="wB97M-V/def2-TZVPD" charge=+1 energy_ev=-55300.7611
C 1.5525 0.9735 1.2678 -0.01
O 1.8420 0.2551 0.0576 0.10
B 3.1132 0.1247 -0.3156 -0.67
O 4.1715 0.5283 0.4182 0.25
N 3.3489 -0.5013 -1.7043 0.11
N 3.7894 0.3797 -2.6079 0.11
C 4.0369 -0.0626 -3.8072 -0.65
I 4.6344 1.4376 -5.1616 1.03
C 3.9033 -1.4146 -4.2252 -0.20
C 4.2157 -1.9202 -5.5903 -0.10
C 5.6218 -2.5643 -5.6285 -0.33
C 6.7821 -1.7600 -5.1536 0.03
O 6.1436 -2.9655 -4.4222 -0.07
C 3.4457 -2.2814 -3.2520 0.11
C 3.1704 -1.7834 -1.9850 -0.10
C 2.7075 -2.6861 -0.8616 -0.10
O 3.7552 -2.8340 0.0821 -0.11
O 4.6257 -3.8623 -0.3733 0.02
H 1.9586 1.9825 1.2615 0.10
H 0.4761 1.0429 1.4008 0.10
H 1.9455 0.4263 2.1239 0.11
H 4.9989 0.0994 0.1648 0.14
H 4.1742 -1.1390 -6.3441 0.08
H 3.5196 -2.7306 -5.8117 0.13
H 5.7990 -3.2015 -6.4898 0.15
H 6.6585 -0.9884 -4.4068 0.08
H 7.7795 -2.1494 -5.3069 0.12
H 3.3117 -3.3315 -3.4672 0.15
H 1.8255 -2.2997 -0.3510 0.15
H 2.4437 -3.6601 -1.2749 0.14
H 4.2511 -4.6589 0.0375 0.12
C -0.0661 4.5197 2.4241 -0.08
C -0.1588 4.7273 3.7941 -0.06
C -1.3166 4.3767 4.4716 0.00
C -2.3597 3.8185 3.7567 -0.14
C -2.2912 3.6096 2.3914 0.00
C -1.1310 3.9664 1.7237 -0.08
N -3.5845 3.4208 4.4743 -0.34
O -3.6357 3.6290 5.6647 0.10
O -4.4665 2.8943 3.8194 0.05
H 0.8400 4.7931 1.8981 0.11
H 0.6696 5.1611 4.3369 0.11
H -1.4037 4.5325 5.5367 0.12
H -3.1262 3.1780 1.8596 0.12
H -1.0567 3.8127 0.6553 0.11
C -5.8363 0.3133 2.5083 -0.07
C -7.0723 0.6235 1.9553 -0.06
C -7.8688 -0.3766 1.4194 0.00
C -7.4082 -1.6799 1.4507 -0.15
C -6.1818 -2.0133 1.9943 -0.01
C -5.3943 -1.0041 2.5245 -0.07
N -8.2537 -2.7508 0.8932 -0.35
O -9.3159 -2.4305 0.4015 0.08
O -7.8328 -3.8890 0.9562 0.07
H -5.2193 1.0995 2.9254 0.07
H -7.4181 1.6482 1.9438 0.11
H -8.8308 -0.1466 0.9863 0.12
H -5.8497 -3.0407 2.0044 0.12
H -4.4327 -1.2477 2.9566 0.10